2 unconnected molecules or ions with the total composition C2H4O2P. Source: the OMol25 dataset; level of theory: the ωB97M-V functional and the def2-TZVPD basis.

Geometry (Å):
C: 0.678 -0.062 0.768
C: 1.109 0.143 -0.449
O: -2.118 0.994 -3.185
O: -1.759 -1.526 -3.059
P: -1.778 -0.205 -2.384
H: 1.277 0.031 1.688
H: -0.350 -0.353 0.963
H: 2.112 0.444 -0.715
H: -2.544 -0.271 -1.182

Calculated values
Kohn-Sham gap (spin up / spin down)	5.3 / 7.4	eV
charge	-1
spin multiplicity	3